Computed, not measured: a molecular structure, C35H45N2O2SSb2W, with ωB97M-V/def2-TZVPD.

```
88
Properties=species:S:1:pos:R:3:forces:R:3
W 0.956160 0.659230 1.034490 -0.11 -0.13 0.62
C 2.322110 -0.028720 2.665398 0.12 -0.39 -0.22
C 3.130606 0.347969 1.543976 0.17 -0.12 -0.23
C 3.009942 1.749853 1.387934 0.12 0.22 -0.14
C 2.150744 2.237794 2.400591 -0.05 0.05 -0.03
C 1.716659 1.138810 3.184075 -0.18 0.41 -0.08
H 2.197860 -1.036748 3.034338 0.04 0.03 0.01
H 3.762157 -0.302365 0.960608 -0.02 0.02 0.06
H 3.514006 2.351783 0.646715 0.00 0.00 0.05
H 1.894636 3.274081 2.562769 0.05 -0.03 0.05
H 1.037851 1.192526 4.022210 0.02 0.01 0.00
C 2.463973 0.085754 -2.872834 0.03 0.04 0.02
Sb 1.208738 1.248242 -1.623745 0.35 0.04 -0.16
C 1.872693 3.189952 -2.109342 0.03 0.07 -0.01
C -0.787687 1.188456 -2.466222 -0.05 0.05 -0.02
C -1.250982 2.592177 -2.737097 0.01 -0.07 0.04
C -1.026644 3.134317 -4.001204 -0.01 0.03 -0.01
C -1.382279 4.439476 -4.298830 0.02 -0.04 0.00
C -1.977722 5.224470 -3.323058 0.00 0.00 -0.02
C -2.219633 4.690772 -2.068712 0.00 -0.01 0.01
C -1.864171 3.379712 -1.751939 0.03 -0.01 0.02
C -2.183951 2.864839 -0.377102 -0.14 0.10 0.05
Sb -0.574340 2.974021 1.041821 -0.06 0.02 0.03
C -1.577078 3.090250 2.903199 -0.09 0.05 0.00
C 0.181447 4.929944 0.751196 0.06 0.02 -0.03
H 2.440217 -0.965748 -2.604531 -0.03 -0.01 0.02
H 3.475878 0.474226 -2.764477 0.01 -0.02 -0.02
H 2.144612 0.213466 -3.905115 -0.01 0.00 -0.04
H 1.856854 3.305959 -3.191433 0.01 -0.02 -0.01
H 2.892556 3.319973 -1.746511 -0.03 0.00 -0.02
H 1.224738 3.946058 -1.670700 -0.01 -0.04 0.00
H -1.446672 0.641129 -1.789000 0.09 0.02 0.03
H -0.702346 0.614579 -3.390377 0.02 0.04 0.01
H -0.581838 2.515727 -4.772214 0.02 -0.01 -0.01
H -1.206328 4.836220 -5.288734 0.00 0.01 -0.02
H -2.272614 6.240438 -3.544501 0.00 0.02 0.00
H -2.721318 5.298644 -1.325236 0.00 0.01 0.03
H -2.569516 1.844106 -0.367090 0.08 -0.02 0.01
H -2.952009 3.494861 0.078960 0.02 -0.04 -0.04
H -2.609600 3.393704 2.732725 0.01 0.02 0.02
H -1.093267 3.832557 3.535465 0.02 0.00 0.01
H -1.563435 2.121604 3.396821 0.02 -0.02 -0.02
H -0.088687 5.266607 -0.248928 -0.02 0.00 0.00
H 1.264700 4.964104 0.858474 -0.03 -0.02 0.00
H -0.273482 5.593334 1.484312 -0.01 0.00 0.01
C -1.632002 -2.014853 2.640982 -0.05 -0.07 -0.07
S -1.796200 -1.160374 1.083457 -0.08 0.06 0.13
O -0.975843 0.181399 1.359560 -0.27 -0.20 0.02
C -3.452227 -0.579520 1.097900 -0.05 -0.05 -0.04
C -4.197714 -0.869558 -0.041462 0.02 0.00 -0.01
C -5.518102 -0.443961 -0.110092 0.07 -0.01 0.00
C -6.065033 0.265294 0.946963 -0.03 0.01 -0.01
C -5.308043 0.557830 2.080160 -0.02 0.00 -0.01
C -3.996815 0.134882 2.165619 0.12 -0.03 0.03
H -1.932504 -1.373108 3.466023 0.01 0.06 -0.03
H -0.592419 -2.327444 2.731792 0.00 0.02 -0.03
H -2.284151 -2.887391 2.588489 0.00 -0.01 0.01
H -3.756764 -1.429818 -0.856742 -0.01 -0.02 -0.02
H -6.114663 -0.670080 -0.982223 0.00 -0.01 -0.02
H -7.094415 0.593214 0.896031 -0.01 0.00 0.00
H -5.756162 1.105392 2.897406 0.02 0.01 0.03
H -3.409082 0.356141 3.046898 0.00 0.01 0.02
C 2.348132 -5.459668 -1.366046 -0.03 -0.01 0.04
N 1.567863 -4.233240 -1.226481 0.06 0.10 -0.12
N 1.770588 -3.353461 -0.194724 -0.13 0.03 0.04
C 0.978081 -2.268549 -0.394792 0.23 0.03 0.03
O 0.911010 -1.349224 0.515172 -0.43 -0.12 -0.02
C 0.309487 -2.452822 -1.605910 -0.05 0.00 -0.06
C 0.711161 -3.691850 -2.098057 0.04 0.05 0.10
C 0.342418 -4.381943 -3.361202 -0.02 0.01 0.01
C 2.443971 -3.709322 1.021542 0.13 0.05 0.01
C 1.803121 -4.530946 1.937860 0.06 0.05 0.02
C 2.462345 -4.857900 3.114282 -0.06 -0.03 0.00
C 3.734525 -4.361107 3.362164 0.07 0.02 0.02
C 4.368744 -3.544825 2.433395 -0.05 0.00 -0.03
C 3.723734 -3.219209 1.248323 -0.12 -0.07 -0.02
H 3.172549 -5.424821 -0.659955 0.00 -0.05 -0.02
H 2.745156 -5.513813 -2.377245 -0.02 -0.04 0.02
H 1.721240 -6.324278 -1.156208 0.05 -0.03 -0.01
H -0.396746 -1.786912 -2.071950 -0.01 0.01 0.02
H -0.423933 -3.818921 -3.887309 0.00 0.00 0.01
H -0.040253 -5.382623 -3.161099 0.01 -0.02 -0.02
H 1.209156 -4.475083 -4.017307 0.01 -0.02 -0.01
H 0.816857 -4.924414 1.725300 -0.03 0.00 -0.01
H 1.988267 -5.510170 3.834630 -0.01 -0.01 0.00
H 4.243729 -4.628219 4.278008 0.01 0.00 0.01
H 5.369586 -3.183167 2.622761 0.03 0.01 0.00
H 4.207816 -2.619695 0.486943 0.03 -0.01 0.02
```
Forces are in eV/Å.

- LUMO (alpha / beta) (eV) = -8.95 / -8.98
- energy above the lowest of the compared OMol25 structures with the same formula, charge and spin (kJ/mol) = 22.32
- HOMO-LUMO gap (alpha / beta) (hartree) = 0.247 / 0.248
- charge = +3

Atom charges from the Mulliken analysis, given in e for atoms 1 to 4: atom 1 (W): 1.259, atom 2 (C): -0.161, atom 3 (C): 0.053, atom 4 (C): -0.984

=====

Computed, not measured: C17H25NO4 in the gas phase, with ωB97M-V/def2-TZVPD.

```
47
Properties=species:S:1:pos:R:3:forces:R:3
C -2.033143 -6.188274 2.498779 -0.06 -0.15 -0.03
O -1.503544 -4.917532 2.783391 0.09 0.26 0.03
C -1.937532 -3.854165 2.043183 0.07 0.21 0.03
C -1.374658 -2.620552 2.358766 -0.07 -0.35 0.02
C -1.737604 -1.475374 1.677543 -0.12 0.15 -0.15
C -2.676497 -1.542467 0.654135 -0.12 -0.30 0.04
O -3.120431 -0.472543 -0.080324 0.02 -0.06 -0.08
C -2.500971 0.766474 0.124314 0.09 0.02 0.06
C -1.006174 0.735244 -0.209641 -0.37 -0.15 -0.05
O -0.511099 -0.013725 -1.005678 0.07 0.07 -0.06
O -0.366415 1.660010 0.501634 -0.22 0.18 0.20
C 1.064101 1.793655 0.359398 0.51 -0.22 -0.10
C 1.755807 0.545130 0.897862 -0.32 0.14 -0.02
C 1.461938 2.142015 -1.088184 -0.11 0.07 0.19
N 2.259623 3.354193 -1.121140 -0.13 0.17 0.02
C 2.185296 4.081416 -2.375270 -0.05 -0.07 -0.27
C 2.964763 3.417372 -3.516069 0.07 0.25 0.16
C 4.425860 3.250045 -3.105610 -0.12 -0.28 -0.05
C 4.507241 2.481238 -1.789029 -0.03 0.24 0.08
C 3.647029 3.178506 -0.727812 0.14 -0.15 0.02
C -3.241162 -2.773643 0.339765 0.08 0.41 -0.02
C -2.880654 -3.919267 1.022991 0.10 -0.20 0.15
H -3.116237 -6.218708 2.657855 0.03 0.00 -0.02
H -1.808013 -6.498319 1.473012 -0.02 0.01 0.03
H -1.549076 -6.871825 3.194830 -0.07 0.00 -0.07
H -0.644324 -2.577689 3.151279 0.09 0.01 0.09
H -1.277246 -0.540669 1.956584 0.04 0.12 0.05
H -2.640323 1.140076 1.147056 0.02 -0.06 -0.14
H -2.990471 1.455256 -0.571540 0.11 -0.02 0.14
H 1.286741 2.659014 0.992411 -0.03 -0.14 -0.18
H 1.438139 0.353744 1.920835 0.03 -0.03 0.11
H 1.502507 -0.316308 0.284794 0.06 -0.04 -0.01
H 2.833099 0.680698 0.886458 0.13 0.03 0.01
H 1.952533 1.273649 -1.548174 -0.08 0.03 -0.04
H 0.548230 2.338029 -1.653236 0.08 -0.06 -0.02
H 1.133967 4.199631 -2.647737 0.02 0.06 0.03
H 2.599977 5.078223 -2.191514 -0.03 0.05 -0.07
H 2.528105 2.440851 -3.735450 -0.04 -0.05 -0.07
H 2.890456 4.030433 -4.415669 -0.06 -0.03 -0.07
H 4.982404 2.725923 -3.885668 0.06 0.08 0.00
H 4.877933 4.236838 -2.975160 0.06 0.05 -0.03
H 4.152498 1.459425 -1.939063 0.04 -0.08 0.00
H 5.540321 2.428455 -1.441581 0.02 -0.08 0.03
H 3.677270 2.625934 0.212334 0.06 0.07 0.07
H 4.053602 4.178106 -0.541671 0.07 -0.04 0.08
H -3.968153 -2.817021 -0.455299 -0.09 -0.01 -0.10
H -3.340649 -4.854569 0.746581 -0.03 -0.10 0.00
```
Forces are in eV/Å.

- LUMO (eV) = 0.84
- energy above the lowest of the compared OMol25 structures with the same formula, charge and spin (kJ/mol) = 200.90
- HOMO-LUMO gap (hartree) = 0.321

Atom charges from the Mulliken analysis, given in e for atoms 1 to 4: atom 1 (C): -0.849, atom 2 (O): -0.425, atom 3 (C): 0.749, atom 4 (C): -0.883

=====

Computed, not measured: C4H6N2O in the gas phase in a non-equilibrium geometry, with ωB97M-V/def2-TZVPD.

```
13
Properties=species:S:1:pos:R:3:forces:R:3
C 0.728958 1.981786 -0.413100 0.02 0.03 0.00
C -0.026772 0.886762 0.307182 -0.03 0.31 0.20
O 0.230948 -0.341113 -0.391628 -0.08 -0.06 0.12
C -0.390067 -1.407600 0.095442 -1.11 0.32 -0.17
N -1.129098 -1.442435 1.118156 0.58 0.03 -0.01
C 0.355052 -3.451906 -1.097670 -0.39 0.20 -0.24
N -0.222737 -2.473043 -0.793667 0.99 -0.87 0.26
H 0.392668 2.075702 -1.450025 0.04 -0.04 0.15
H 0.556496 2.937474 0.091202 0.02 -0.13 -0.06
H 1.804357 1.780937 -0.412454 -0.15 0.02 0.00
H -1.109432 1.062906 0.312681 0.20 -0.05 -0.01
H 0.296174 0.770278 1.345871 -0.03 0.05 -0.11
H -1.486547 -2.379749 1.288011 -0.04 0.19 -0.15
```
Forces are in eV/Å.

- LUMO (eV) = 0.68
- energy above the lowest of the compared OMol25 structures with the same formula, charge and spin (kJ/mol) = 217.50
- HOMO-LUMO gap (hartree) = 0.422

Atom charges from the Mulliken analysis, given in e for atoms 1 to 4: atom 1 (C): -1.188, atom 2 (C): -0.232, atom 3 (O): -0.284, atom 4 (C): 0.527

=====

Computed, not measured: 4 unconnected molecules or ions with the total composition C4H17NO3 in a non-equilibrium geometry, with ωB97M-V/def2-TZVPD.

```
25
Properties=species:S:1:pos:R:3:forces:R:3
C 1.369926 -0.029636 1.532593 0.90 -0.75 -0.46
C 0.226400 0.888827 1.158103 -0.14 -0.19 0.94
C -1.022620 0.161336 0.610586 1.50 2.26 0.30
C -0.802986 -0.553250 -0.721071 -1.23 -1.23 0.31
N -0.712749 0.319082 -1.821330 -0.93 0.92 0.60
H 1.962786 -0.258802 0.653167 0.15 -0.02 -0.31
H 1.060145 -1.011847 1.875312 -0.46 -0.10 0.21
H 2.120320 0.287719 2.261767 -0.49 0.58 0.01
H -0.120693 1.410934 2.056420 0.00 0.08 -0.10
H 0.551065 1.690870 0.487439 0.03 -0.05 -0.09
H -1.423719 -0.465982 1.399606 -0.02 -0.65 -0.35
H -1.700077 1.007751 0.472420 -0.59 -0.53 -0.33
H -1.641951 -1.233546 -0.882944 -0.06 -0.14 -0.50
H 0.038644 -1.286027 -0.667679 0.33 0.36 0.09
H -1.388753 0.282056 -2.594173 0.48 -0.47 0.00
H -0.460416 1.288239 -1.603843 0.41 -0.17 -0.10
H 1.683123 -3.421808 -1.170544 0.20 0.28 -0.14
H 2.200173 -1.937310 -0.928865 0.15 -0.30 -0.45
O 2.250578 -2.856097 -0.634807 -0.33 -0.12 0.58
H 2.677423 0.449078 -2.010933 -0.31 0.09 -0.27
H 1.303429 -0.327473 -2.347878 0.61 0.53 -0.35
O 2.197434 -0.385434 -1.994164 -0.10 -0.44 0.33
H -2.843010 1.945865 2.080132 0.06 0.53 -0.05
H -4.148857 1.729666 1.436970 -0.23 0.36 -0.30
O -3.375623 2.305800 1.353706 0.10 -0.83 0.45
```
Forces are in eV/Å.

- LUMO (alpha / beta) (eV) = -3.69 / -9.04
- energy above the lowest of the compared OMol25 structures with the same formula, charge and spin (kJ/mol) = 93.22
- HOMO-LUMO gap (alpha / beta) (hartree) = 0.390 / 0.190
- 2S+1 = 2
- charge = +1

Atom charges from the Mulliken analysis, given in e for atoms 1 to 4: atom 1 (C): -1.169, atom 2 (C): -0.138, atom 3 (C): -0.790, atom 4 (C): 0.017

=====

Computed, not measured: a molecular structure, C3H7NO2S in a non-equilibrium geometry, with ωB97M-V/def2-TZVPD.

```
14
Properties=species:S:1:pos:R:3:forces:R:3
O 0.639168 1.735220 0.234246 1.06 -2.54 -0.42
C 1.061955 0.386337 0.263249 4.38 1.45 5.05
O 2.285644 -0.008179 0.473721 -2.98 2.80 -2.33
C 0.187547 -0.637833 0.995907 -1.54 0.21 -1.76
C 0.191899 -0.672264 -0.609321 -6.67 -2.81 -0.89
S -1.569031 -0.561855 -1.179847 4.05 0.16 0.43
N -1.052748 -0.221761 1.619163 1.07 -0.02 -0.76
H 1.496468 2.141749 0.382267 0.33 0.85 -0.03
H 0.841277 -1.369863 1.476087 -0.36 0.51 -0.06
H 0.874328 -1.035516 -1.398348 -0.14 0.11 0.90
H -0.211391 1.065237 -2.657936 2.01 1.09 0.07
H 0.510388 1.446416 -2.589489 -1.86 -0.88 -0.32
H -1.810918 -0.786384 1.215481 0.16 0.69 0.16
H -1.273329 0.806599 1.552621 0.47 -1.63 -0.05
```
Forces are in eV/Å.

- LUMO (eV) = -3.02
- energy above the lowest of the compared OMol25 structures with the same formula, charge and spin (kJ/mol) = 658.22
- HOMO-LUMO gap (hartree) = 0.224

Atom charges from the Mulliken analysis, given in e for atoms 1 to 4: atom 1 (O): -0.406, atom 2 (C): 1.032, atom 3 (O): -0.574, atom 4 (C): -0.498

=====

Computed, not measured: C9H13BrO in the gas phase in a non-equilibrium geometry, with ωB97M-V/def2-TZVPD.

```
24
Properties=species:S:1:pos:R:3:forces:R:3
C 1.122674 1.802736 -0.038431 -0.87 -0.27 -0.03
C -0.219422 2.261413 -0.308893 -2.10 -4.75 0.72
C 1.672057 0.608668 -0.132118 -2.12 -0.50 -0.42
C -1.320916 1.430940 -0.221500 2.61 1.72 0.40
C 0.991123 -0.599140 -0.618836 -0.31 -2.31 -2.48
C 0.028296 -1.281395 0.290822 -0.67 -0.42 -1.74
C -2.727959 1.772971 -0.452087 -0.92 2.41 -1.69
C 2.074486 -1.708213 -1.075217 -0.12 2.27 2.35
C -0.414766 -1.985260 2.427700 0.74 -0.81 3.74
O 0.284500 -1.427452 1.511227 0.14 0.79 -0.49
Br -1.494628 -2.300215 -0.614789 1.60 0.96 1.27
H 1.742949 2.539655 0.320315 1.56 1.81 0.59
H -0.363559 3.249962 -0.435916 -0.38 3.29 -0.81
H 2.665942 0.453771 0.038288 2.62 0.01 0.83
H 0.350039 -0.335600 -1.475027 0.22 0.14 0.01
H -3.341679 1.175756 0.202348 -0.54 0.32 0.35
H -3.035746 1.502007 -1.492028 0.27 -0.15 0.63
H -2.963554 2.950123 -0.473011 0.53 -2.59 0.61
H 1.748564 -2.583378 -1.548456 -1.04 -1.10 -0.56
H 2.445649 -1.937112 -0.066006 0.52 -0.55 -0.47
H 2.886477 -1.300894 -1.651373 0.26 0.46 -0.27
H 0.058220 -2.041805 3.462632 -0.60 0.32 -1.82
H -1.088202 -2.723237 2.115072 -1.07 -0.80 -0.32
H -1.100546 0.475701 0.235285 -0.34 -0.25 -0.40
```
Forces are in eV/Å.

- LUMO (alpha / beta) (eV) = 0.40 / 0.39
- energy above the lowest of the compared OMol25 structures with the same formula, charge and spin (kJ/mol) = 313.78
- HOMO-LUMO gap (alpha / beta) (hartree) = 0.279 / 0.278

Atom charges from the Mulliken analysis, given in e for atoms 1 to 4: atom 1 (C): -0.414, atom 2 (C): -0.673, atom 3 (C): -0.706, atom 4 (C): 0.229

=====

| no. | E (eV) |
| --- | --- |
| 1 | -69811.763 |
| 2 | -27714.161 |
| 3 | -9271.248 |
| 4 | -12046.888 |
| 5 | -19638.782 |
| 6 | -81627.906 |